Record 1
{"formula": "H5N3O", "method": "ωB97M-V with the def2-TZVPD basis set", "smiles": "NNON", "elements": ["N", "N", "O", "N", "H", "H", "H", "H", "H"], "positions_angstrom": [[1.470, -0.185, -0.015], [0.540, 0.796, -0.231], [-0.844, 0.584, 0.538], [-1.843, -0.092, -0.152], [2.004, -0.323, 0.947], [1.344, -1.096, -0.480], [0.792, 1.574, 0.235], [-1.462, -0.190, -1.119], [-2.001, -1.067, 0.277]], "forces_ev_per_a": [[1.72, -0.86, 2.09], [-2.47, -5.22, -1.85], [1.61, 0.97, 1.06], [0.22, -1.56, -1.00], [-2.07, 0.65, -2.34], [-0.26, 1.23, 0.16], [1.05, 3.26, 2.02], [-0.71, -0.16, 0.75], [0.93, 1.68, -0.89]]}



Record 2
{"formula": "C5H12O", "method": "ωB97M-V with the def2-TZVPD basis set", "smiles": "C=C(C)C.[H][H].C=O", "elements": ["C", "C", "C", "C", "H", "H", "H", "H", "H", "H", "H", "H", "H", "H", "C", "O", "H", "H"], "positions_angstrom": [[-0.178, 1.215, 1.395], [-0.818, 0.392, 0.562], [-1.250, 0.819, -0.816], [-1.146, -1.029, 0.931], [0.057, 2.241, 1.116], [0.120, 0.896, 2.391], [-0.900, 1.826, -1.062], [-2.345, 0.808, -0.897], [-0.870, 0.121, -1.573], [-2.224, -1.213, 0.844], [-0.835, -1.267, 1.952], [-0.641, -1.725, 0.248], [0.841, -1.574, -2.753], [1.209, -1.601, -2.104], [2.241, 0.030, -0.057], [2.263, -1.177, -0.079], [2.636, 0.609, 0.800], [1.841, 0.629, -0.898]], "forces_ev_per_a": [[-0.08, -0.06, -0.06], [0.06, 0.11, 0.10], [0.01, 0.03, -0.05], [0.01, -0.03, 0.04], [-0.06, -0.15, 0.00], [-0.06, 0.02, -0.15], [-0.06, -0.14, 0.06], [0.15, -0.02, 0.02], [-0.05, 0.10, 0.13], [0.16, 0.03, -0.01], [-0.03, 0.06, -0.15], [-0.06, 0.11, 0.08], [0.03, 0.01, 0.03], [-0.05, -0.02, -0.10], [0.04, -0.37, 0.01], [0.00, 0.56, 0.06], [-0.03, -0.11, -0.08], [0.02, -0.12, 0.05]]}



The records above yield maximum force values of 0.118; 0.011 hartree/bohr, respectively.
The records above yield relative energy (zero: lowest compared OMol25 entry of this formula, charge and spin) values of 234.1; 229.7 kJ/mol, respectively.